(1)
ORCA calculation (the ωB97M-V functional and the def2-TZVPD basis) on a structure of composition C35H52Br31F6N2O7P2S2 in a non-equilibrium geometry.

Summary:
* total charge: +1
* frontier orbital gap: 4.7 eV
* highest occupied orbital energy: -10.8 eV

```
137
Properties=species:S:1:pos:R:3:forces:R:3:lowdin_charge:R:1
C 0.282104 -6.514934 2.246913 -0.033 4.645 -0.196 -0.1647
C 0.293607 -5.033315 1.978710 -0.692 -3.305 0.938 -0.1641
C 0.256836 -3.925890 3.231345 3.937 0.864 2.180 -0.2166
O 1.472580 -3.678687 3.790379 -8.223 -1.181 -3.311 -0.0916
O -1.004379 -3.289421 3.712309 3.843 -1.021 -0.569 -0.0979
C -0.771704 -2.547408 4.964294 0.351 -0.254 2.500 -0.2029
C -2.150400 -1.884327 5.608937 0.299 -0.717 -0.949 -0.1437
C -3.048188 -1.068402 4.482340 -0.618 0.590 0.875 -0.1762
C -2.833500 0.549652 4.617389 -0.018 0.661 0.171 -0.2099
C -1.852394 1.191902 3.419844 -2.097 -0.922 0.394 -0.2257
C -0.358554 0.766852 3.748043 -0.171 -1.517 0.583 -0.1595
C 0.940175 1.747851 3.552315 -0.329 -1.667 0.218 -0.3356
C 0.951948 2.812587 4.776699 2.647 1.256 1.439 -0.5715
Br -0.699980 3.208682 5.812995 -0.057 -0.221 -1.437 0.8321
C 1.983308 2.412146 6.042812 0.447 0.728 -0.973 -0.2633
C 1.754152 3.319336 7.387736 1.397 -0.360 1.202 -0.2093
O 1.977612 0.665408 3.655067 0.522 2.236 -0.788 -0.1527
C 3.336232 1.052671 3.400191 1.850 0.710 3.180 -0.3595
P 4.219062 -0.428138 2.582243 -0.374 -2.415 -1.834 0.8135
N 3.615084 -0.970050 1.199132 -0.578 2.208 0.883 -0.2835
C 3.598057 2.549805 2.786255 0.258 0.955 2.638 -0.1131
C 5.168126 2.843979 2.544156 3.520 1.617 -1.344 -0.1391
F 5.518507 4.300842 2.299384 -2.060 -4.396 0.566 0.0100
F 5.848810 2.117840 1.457536 -2.571 1.934 3.445 0.0357
C 6.088810 2.623160 3.929033 3.361 0.829 1.649 -0.1579
F 5.497161 3.255232 5.128704 1.567 -2.376 -4.083 0.0496
F 7.387756 3.362033 3.692701 -4.700 -2.867 0.876 0.0452
F 6.463443 1.240342 4.216941 -1.648 4.571 -0.843 0.0467
N 2.616537 2.676401 1.644501 0.420 -2.191 0.446 -0.1260
S 2.874267 3.986368 0.545051 4.033 6.190 -12.536 0.9081
O 1.862875 4.250582 -0.575963 1.497 -1.347 5.949 -0.2624
O 4.196380 3.806734 -0.313559 -4.260 -0.450 5.694 -0.2416
F 3.099567 5.545757 1.309805 -0.812 -3.946 -0.270 -0.1961
C 1.147646 2.369627 2.012147 -3.027 -1.895 1.456 -0.3755
C 0.505858 1.218795 1.008876 -0.547 -0.956 -1.482 -0.1829
C 0.845610 1.303412 -0.576962 -0.076 -1.276 -1.401 -0.2000
C 0.718149 -0.253639 -1.174203 0.492 -0.419 0.262 -0.1967
C -0.705801 -0.979652 -0.803385 -0.145 -0.647 -1.076 -0.1557
C -1.985448 -0.259327 -1.538431 1.780 -0.269 0.003 -0.1881
O -3.198641 -0.687062 -0.806782 -1.286 3.208 -1.949 -0.1083
C -4.297622 0.241983 -1.187055 -4.962 -2.053 -3.800 -0.2543
C -4.376498 1.812948 -0.678840 0.857 -0.907 1.103 -0.1068
O -5.310400 -0.222814 -1.965645 6.783 2.806 5.203 -0.0296
P -0.023416 3.876855 1.963386 -2.358 2.071 -2.570 0.4768
S -1.241757 3.930951 0.396565 0.567 -0.309 0.927 0.2352
H -0.515901 -7.035787 2.961817 2.386 2.657 -1.021 -0.0548
H 1.115602 -7.234982 1.805858 -2.504 1.804 -0.009 0.0442
H 0.373534 -4.708644 0.853842 0.656 -0.142 2.658 0.0933
H 0.085417 -1.749345 4.875285 -1.728 -1.615 -0.175 0.1077
H -0.387939 -3.351198 5.755417 -0.681 1.818 -1.646 0.1478
H -2.821711 -2.750704 6.066197 1.578 1.844 -0.981 0.1262
H -1.774975 -1.184277 6.497164 -0.939 -1.471 -1.959 0.1236
H -2.830875 -1.385824 3.376661 -0.356 0.303 2.201 0.1159
H -4.185689 -1.302388 4.735308 2.429 0.496 -0.726 0.1062
H -3.853278 1.171029 4.614969 2.115 -1.621 -0.166 0.1057
H -2.347819 0.763253 5.675155 -0.931 -0.304 -2.196 0.0736
H -2.151801 2.310718 3.367872 0.995 -1.878 -0.010 0.0733
H -2.241941 0.656741 2.426010 1.012 1.342 1.959 0.1210
H -0.324455 0.463911 4.907326 0.163 1.022 -2.462 0.1258
H -0.196163 -0.299858 3.225423 0.053 2.662 0.929 0.1433
H 1.375273 3.882873 4.451631 -1.212 -2.180 0.395 0.1076
H 3.054569 2.741850 5.630316 -2.103 -1.148 1.054 0.0901
H 1.901895 1.256621 6.227887 0.317 2.316 -0.219 0.1378
H 0.988921 2.847935 8.170215 1.511 1.208 -2.073 0.0874
H 1.554378 4.465736 7.185379 0.167 -2.550 0.242 0.0872
H 2.799677 3.298339 7.966925 -2.185 -0.017 -1.297 0.0977
H 3.857023 1.086365 4.482387 -0.860 0.248 -2.242 0.1469
H 4.119120 -1.526520 3.554072 0.258 1.396 -0.108 0.0511
H 5.637170 -0.248780 2.346498 -0.825 0.437 1.034 0.0300
H 2.849221 -0.319438 0.953967 0.073 -0.850 -0.302 -0.0793
H 3.296828 3.421351 3.548724 0.661 -2.079 -1.403 0.1870
H 2.911992 1.827333 1.065970 -0.393 0.797 -0.413 0.1650
H -0.688523 1.207242 1.003163 2.695 0.599 0.600 0.1078
H 0.782188 0.104002 1.334039 -0.109 2.668 -0.226 0.1306
H 1.922439 1.655252 -0.864623 -1.762 -0.558 0.651 0.1047
H 0.094688 1.948075 -1.223995 1.646 -0.983 1.825 0.0949
H 1.580892 -0.935950 -0.722705 -1.744 1.482 -0.794 0.1111
H 0.911091 -0.263908 -2.351858 -0.598 0.180 2.849 0.0301
H -0.638391 -2.088063 -1.243204 -0.166 2.385 1.075 0.1377
H -0.913374 -1.092030 0.343122 0.437 0.384 -2.064 0.1087
H -1.971902 -0.617103 -2.665819 -0.467 0.690 2.269 0.1106
H -1.840571 0.901981 -1.522951 -0.497 -1.990 0.099 0.1163
H -3.793457 2.551975 -1.411991 -1.345 -1.756 1.529 0.0708
H -5.533774 2.092971 -0.620668 3.693 -1.338 0.120 -0.1094
H -3.912454 1.886752 0.417181 -0.716 -0.177 -2.444 0.0813
H -0.905847 4.037340 3.082134 1.288 -0.585 0.182 -0.0243
H 0.663574 5.175871 1.897516 0.295 -1.402 0.624 0.0147
C 1.440900 -0.065959 -5.932277 0.200 0.196 -0.273 -1.5496
Br 2.709280 -1.449023 -5.419996 -0.399 0.293 -0.083 0.5675
Br 0.781200 -0.323872 -7.744004 0.136 -0.030 0.530 0.5628
Br -0.012076 0.094977 -4.648835 0.221 0.141 -0.541 0.5757
H 1.983444 0.885127 -5.921931 -0.270 -0.433 0.027 -0.0193
C -7.978401 2.264652 -3.130477 -0.175 -0.268 -0.093 -1.5353
Br -7.627547 3.339338 -4.713526 -0.082 -0.186 0.409 0.5787
Br -7.009670 2.924791 -1.578107 -1.948 0.679 -1.283 0.6989
Br -9.884010 2.097025 -2.777178 0.517 0.112 -0.109 0.5806
H -7.601870 1.257550 -3.337831 -0.065 0.440 0.173 -0.0184
C -7.694770 -0.246498 5.732693 -0.252 -0.017 0.058 -1.6023
Br -7.206458 0.961390 4.288170 -0.043 -0.315 0.326 0.5436
Br -7.999054 -2.057312 5.090480 0.169 0.506 0.156 0.5611
Br -6.399491 -0.200961 7.183363 -0.230 -0.026 -0.389 0.5416
H -8.645350 0.111732 6.141465 0.447 -0.148 -0.184 -0.0219
C -2.693341 -2.955834 -6.707016 -0.282 -0.145 -0.075 -1.5698
Br -3.225627 -1.086075 -6.776023 0.182 -0.425 0.027 0.5413
Br -2.144896 -3.617234 -8.452248 -0.245 0.280 0.541 0.5422
Br -1.332848 -3.271603 -5.352907 -0.252 -0.003 -0.360 0.5279
H -3.577978 -3.529401 -6.411272 0.418 0.280 -0.103 -0.0211
C -0.200844 -10.513170 1.910377 -0.187 -0.586 0.169 -1.5487
Br -0.881602 -9.984942 0.166350 0.239 -0.036 0.484 0.5730
Br 1.504100 -11.439464 1.771734 -0.434 0.337 0.028 0.5718
Br -0.108632 -9.006900 3.137941 -0.072 -3.048 0.178 0.7197
H -0.918284 -11.225258 2.331368 0.327 0.301 -0.240 -0.0223
C 4.968672 -4.880897 0.975686 0.135 -0.012 0.097 -1.5843
Br 3.068189 -4.999908 1.373290 1.014 0.051 -0.217 0.6977
Br 5.683869 -6.576459 0.345100 -0.183 0.407 0.122 0.5633
Br 5.360866 -3.426947 -0.255768 -0.021 -0.420 0.218 0.5369
H 5.478300 -4.649097 1.916735 -0.206 -0.129 -0.440 -0.0269
C -3.841654 4.966381 -4.643830 -0.208 0.079 -0.184 -1.5784
Br -4.549955 5.456299 -2.899587 0.308 -0.075 -0.425 0.5393
Br -3.082237 6.497504 -5.572820 -0.228 -0.445 0.246 0.5468
Br -2.577670 3.492539 -4.523825 -0.210 0.288 0.031 0.5312
H -4.686742 4.614691 -5.244800 0.360 0.107 0.313 -0.0492
C 1.015438 7.891973 -5.177396 0.165 0.137 0.072 -1.5940
Br 0.121190 7.004223 -3.695401 0.278 0.173 -0.294 0.5206
Br 1.924099 6.623557 -6.339089 -0.290 0.292 0.286 0.5554
Br -0.198546 9.042415 -6.170871 0.271 -0.340 0.240 0.5526
H 1.786244 8.538302 -4.744796 -0.366 -0.298 -0.211 -0.0246
C 2.213673 -3.369471 -10.335678 0.263 0.052 0.117 -1.5884
Br 1.319424 -4.257221 -8.853683 0.354 0.190 -0.432 0.5130
Br 3.122334 -4.637887 -11.497371 -0.304 0.334 0.237 0.5571
Br 0.999688 -2.219029 -11.329153 0.228 -0.304 0.251 0.5386
H 2.984479 -2.723141 -9.903079 -0.369 -0.276 -0.195 -0.0228
C 2.985624 -4.466004 -16.116763 -0.004 0.000 -0.230 -1.6032
Br 4.710804 -3.799715 -15.513517 -0.454 -0.174 -0.086 0.5429
Br 2.653450 -6.279940 -15.497592 0.088 0.482 -0.085 0.5447
Br 1.536156 -3.260505 -15.637098 0.384 -0.320 -0.048 0.5413
H 3.021899 -4.503117 -17.210532 -0.015 0.015 0.514 -0.0246
```
Positions in Å, forces in eV/Å.



(2)
ORCA calculation (the ωB97M-V functional and the def2-TZVPD basis) on a structure of composition C29H24BF7N4O2OsS.

Summary:
* relative energy (zero: lowest compared OMol25 entry of this formula, charge and spin): 102.9 kJ/mol
* total charge: 0
* frontier orbital gap (spin up / spin down): 7.3 / 7.3 eV
* highest occupied orbital energy (spin up / spin down): -9.2 / -9.2 eV

```
69
Properties=species:S:1:pos:R:3:forces:R:3:lowdin_charge:R:1
Os -0.501813 -0.461937 -0.151764 -0.040 -0.147 -0.489 1.4500
C -1.518753 -0.026637 -3.931664 0.000 -0.021 -0.002 -0.0221
C -1.573361 1.346746 -3.327116 0.005 0.021 0.025 -0.1980
C -2.416013 2.328860 -3.840301 -0.009 -0.036 -0.026 -0.0367
C -2.406019 3.617083 -3.332254 -0.018 0.025 0.000 -0.0731
C -1.526841 3.955436 -2.315368 0.005 0.016 0.023 -0.0492
C -0.670936 3.003285 -1.775612 0.008 -0.023 -0.008 -0.2298
C 0.319887 3.378085 -0.707109 -0.002 -0.011 -0.004 -0.0306
C -0.735061 1.697118 -2.267937 -0.046 0.063 -0.025 -0.2244
N 0.059406 0.683551 -1.644143 0.104 -0.074 0.174 -0.0921
C 1.428857 0.677194 -1.979792 0.032 -0.029 0.126 -0.4110
O 1.900966 1.239358 -2.930050 0.014 -0.005 -0.034 0.1523
C 2.272670 -0.017402 -0.932233 -0.066 0.041 -0.090 -0.1645
C 3.645254 -0.153200 -0.893281 0.000 0.005 -0.018 0.0508
C 4.198991 -0.723261 0.246881 -0.004 -0.017 0.023 0.0178
C 3.404636 -1.119930 1.325074 0.054 -0.015 -0.033 0.0493
C 2.046287 -0.957816 1.201044 -0.021 -0.036 0.035 -0.1658
N 1.548179 -0.432558 0.090596 -0.028 0.043 0.002 -0.0119
C 0.970051 -1.244841 2.215295 -0.184 0.108 -0.089 -0.4005
O 1.180958 -1.669451 3.319131 0.064 -0.045 0.072 0.1442
N -0.303994 -0.892620 1.728011 0.097 -0.076 0.244 -0.1087
C -1.414684 -0.881098 2.636118 0.043 0.053 0.026 -0.2252
C -2.142641 -2.055789 2.831876 0.065 0.042 0.080 -0.2141
C -1.612584 -3.386167 2.382504 -0.008 -0.050 -0.055 -0.0337
C -3.335507 -1.959030 3.540932 -0.035 -0.016 0.050 -0.0378
C -3.767734 -0.747268 4.056416 -0.025 -0.003 -0.001 -0.0715
C -2.982893 0.387572 3.917611 0.033 0.015 0.039 -0.0470
C -1.782633 0.331080 3.220541 0.049 -0.053 0.000 -0.2228
C -0.857749 1.514522 3.144385 -0.037 0.031 -0.021 -0.0281
H -2.158100 -0.078979 -4.811672 0.006 -0.005 0.003 0.0824
H -1.833847 -0.801231 -3.231859 -0.003 0.015 -0.006 0.0316
H -0.498300 -0.274656 -4.228217 -0.009 -0.003 -0.006 0.0950
H -3.076716 2.076669 -4.661405 0.013 -0.002 0.011 0.1117
H -3.070448 4.366387 -3.744152 0.011 -0.010 0.002 0.1039
H -1.496035 4.971748 -1.938996 0.003 -0.019 -0.003 0.1103
H 0.092845 4.361288 -0.295918 0.006 -0.007 0.006 0.0838
H 1.329984 3.415066 -1.122239 0.005 -0.003 0.013 0.0920
H 0.339639 2.653862 0.112798 -0.006 0.022 -0.011 0.0519
H 4.240566 0.166592 -1.735888 0.009 -0.017 0.012 0.1385
H 5.270759 -0.859930 0.302913 -0.007 0.007 0.000 0.1231
H 3.820885 -1.554387 2.222269 0.005 0.006 -0.003 0.1341
H -1.284257 -3.378098 1.343923 0.011 -0.001 0.010 0.0397
H -2.372125 -4.158017 2.495943 -0.006 -0.001 -0.018 0.0845
H -0.748603 -3.667775 2.988904 -0.020 0.029 0.010 0.0913
H -3.926535 -2.853560 3.697456 0.007 0.006 -0.010 0.1147
H -4.705763 -0.693277 4.594704 0.014 -0.005 -0.002 0.1045
H -3.291483 1.323618 4.369196 0.001 -0.014 -0.007 0.1107
H -1.310309 2.389896 3.609063 0.007 0.011 -0.014 0.0851
H -0.584541 1.766493 2.117287 0.007 -0.016 0.046 0.0378
H 0.074475 1.295928 3.670363 -0.002 0.012 0.015 0.0930
F -5.307201 -2.436726 0.475112 -0.006 -0.013 -0.006 0.1523
C -5.544198 -1.388624 -0.326473 -0.025 0.039 -0.007 -0.5946
F -6.812076 -1.000237 -0.126805 0.014 -0.032 -0.009 0.1481
F -5.444912 -1.822770 -1.592519 -0.005 -0.012 0.017 0.1524
C -4.581090 -0.267464 -0.058575 -0.047 0.068 0.005 -0.0892
C -4.998591 0.998047 0.316831 0.060 -0.027 -0.004 0.0362
C -4.057537 1.996747 0.534077 -0.006 0.007 -0.004 -0.0069
C -2.714674 1.702047 0.411300 0.005 0.078 0.014 -0.0860
N -2.316832 0.475652 0.074122 -0.303 -0.140 -0.123 -0.1287
C -3.220135 -0.480594 -0.199480 0.211 -0.113 -0.049 -0.5624
S -2.234437 -1.829162 -0.734479 0.044 0.233 0.048 0.8339
H -6.054177 1.203838 0.428731 0.004 -0.008 -0.003 0.1312
H -4.362849 2.997184 0.802865 0.020 -0.008 0.004 0.1184
H -1.946350 2.440799 0.578727 0.006 0.008 -0.002 0.1081
F 0.345070 -2.579891 -1.808793 -0.021 0.047 0.025 -0.0164
B 1.657026 -3.173353 -1.811789 0.117 -0.022 0.021 -1.2328
F 2.085657 -3.238068 -0.461376 -0.059 0.053 -0.086 0.0978
F 2.508267 -2.303139 -2.523669 -0.083 -0.037 0.059 0.1084
F 1.611019 -4.425806 -2.382170 -0.027 0.072 0.029 0.1449
```
Positions in Å, forces in eV/Å.